No. 1
Formula: C11H10Cl2FNO3
Source: OMol25
Level of theory: the ωB97M-V functional and the def2-TZVPD basis

Geometry as XYZ:
```
28
Properties=species:S:1:pos:R:3:forces:R:3
C -0.10754 -0.83526 0.12648 -0.32 -0.33 0.29
C -0.42802 0.36567 -0.66178 -0.74 1.51 -0.84
C 0.41741 0.75862 -1.72194 -0.79 -0.51 0.70
O 1.39636 0.09598 -2.04253 1.42 -0.37 -0.57
C 0.06313 2.02121 -2.44441 -0.45 0.57 -0.27
C -1.44949 2.23004 -2.42396 0.01 -0.08 -0.34
O -2.00469 2.19237 -1.11042 0.08 -0.12 0.75
C -1.58732 1.14757 -0.30652 1.17 -1.41 0.25
O -2.18381 0.84478 0.72386 -1.03 1.31 -0.02
H -0.89419 -1.01745 0.86256 0.11 0.00 -0.11
H -0.02289 -1.70846 -0.52312 0.25 -0.08 0.08
H 0.83706 -0.70374 0.65697 0.34 -0.21 0.08
H 0.56074 2.86543 -1.95784 0.00 0.06 0.05
H 0.45588 1.96912 -3.46531 -0.19 -0.02 0.09
H -1.74377 3.19181 -2.86560 0.11 -0.15 0.29
H -1.95899 1.45044 -3.00165 0.21 -0.07 -0.09
Cl 3.18595 3.05327 2.26731 -0.62 -0.35 0.40
C 2.38689 2.51322 3.68247 -0.61 -0.69 -1.32
N 1.19823 1.78323 3.54570 1.16 0.19 2.39
F 0.94878 1.21371 2.37474 -0.35 0.12 -0.42
C 0.57684 1.24547 4.68224 -0.53 -0.53 -1.56
Cl -0.83811 0.29490 4.47440 0.82 0.60 -0.31
C 1.12036 1.44398 5.91946 0.78 0.73 0.32
C 2.28906 2.20274 6.05534 -0.27 -0.23 -0.71
C 2.92161 2.72431 4.91980 -0.44 -0.12 0.94
H 0.65968 0.98658 6.78040 -0.19 0.04 -0.05
H 2.72009 2.35832 7.03071 0.06 -0.01 0.08
H 3.84898 3.26407 5.00637 0.03 0.14 -0.11
```
Forces are in eV/Å.

Results
Orbital gap = 2.550 eV
HOMO level = -5.624 eV
E = -1725.680250 hartree
Spin multiplicity = 1

=====

No. 2
Formula: C11H10Cl2NO4
Source: OMol25
Level of theory: the ωB97M-V functional and the def2-TZVPD basis

Geometry as XYZ:
```
28
Properties=species:S:1:pos:R:3:forces:R:3
Cl 2.71638 0.46099 1.06350 0.57 0.27 -0.23
C 1.06343 0.17331 1.43336 -0.82 -0.65 0.89
C 0.26355 1.11783 1.99691 0.16 0.01 -0.65
C -1.17959 0.89623 2.29784 -1.41 -2.53 -0.54
O -1.97514 1.82150 2.57270 0.97 0.86 0.20
C -1.65735 -0.45733 2.13738 2.08 2.22 0.47
Cl -3.31737 -0.61786 2.44175 -1.15 -0.22 -0.12
C -0.84353 -1.62241 1.71367 -0.29 2.48 -2.29
C 0.62114 -1.24246 1.21722 -1.78 0.27 -0.11
O 1.22656 -2.09342 0.59492 0.40 0.26 0.54
H 0.61489 2.16360 2.11558 -0.11 -0.83 0.00
H -1.33621 -2.11708 0.79008 0.78 0.53 1.31
O -1.79703 -6.07895 1.30748 0.04 0.65 -1.20
C -1.85979 -5.19110 0.54570 -0.25 0.44 0.47
C -1.99790 -3.33442 3.04184 -1.60 -0.36 -2.32
C -2.00128 -3.83706 4.36869 -0.48 0.42 1.66
C -0.54174 -3.63534 4.88834 -0.64 -1.09 0.48
C 0.14872 -2.66847 3.96245 -1.18 0.59 -1.23
N -0.78367 -2.67403 2.68886 3.17 -3.84 0.20
O -1.93280 -4.31125 -0.22963 0.18 -1.31 0.78
H -2.83668 -3.25207 2.34756 0.46 0.36 0.69
H -2.63731 -3.20648 5.01256 -0.43 -0.29 0.71
H -2.41990 -4.86360 4.36264 0.57 0.09 0.76
H -0.52558 -3.26495 5.92539 -0.04 -0.13 -0.32
H -0.04526 -4.60318 4.88355 0.24 -0.06 0.00
H 0.17351 -1.66507 4.37035 0.07 0.24 -0.19
H 1.12442 -3.01865 3.61798 -0.03 0.36 0.10
H -0.32190 -3.45413 2.17670 0.52 1.27 -0.07
```
Forces are in eV/Å.

Results
Charge = -1
Orbital gap = 4.764 eV
HOMO level = -2.021 eV
E = -1701.176213 hartree
Spin multiplicity = 1

=====

Look up the HOMO level of the first one.
-5.624 eV

=====

The lowest E belongs to which entry?
C11H10Cl2FNO3

=====

Which of these has the highest orbital gap?
C11H10Cl2NO4